*1*
The following is a quantum chemistry calculation of a gas-phase ion, C2H3NO3P (charge -1), from OMol25.

Bonds (Å) are listed after each position.
Cartesian coordinates (Å):
1 O 0.805 -2.339 0.048  C2 1.209
2 C 0.244 -1.273 -0.054  O1 1.209, C3 1.484, O7 1.321
3 C 0.954 0.026 -0.164  C2 1.484, N4 1.478, H8 1.004, H9 1.050
4 N -0.005 1.150 -0.188  C3 1.478, P5 1.784, H10 0.977
5 P -1.666 0.575 -0.499  N4 1.784, O6 1.464, O7 1.796
6 O -2.493 1.045 0.614  P5 1.464
7 O -1.059 -1.058 -0.059  C2 1.321, P5 1.796
8 H 1.576 -0.009 -0.950  C3 1.004
9 H 1.619 0.190 0.631  C3 1.050
10 H 0.024 1.693 0.623  N4 0.977

Results
orbital gap	7.806	eV
highest occupied orbital energy	-3.682	eV
SMILES	O=C1CNP([O-])O1
charge	-1



*2*
The following is a quantum chemistry calculation of 2 unconnected molecules or ions with the total composition C2H3NO3P, from OMol25.

Bonds (Å) are listed after each position.
Cartesian coordinates (Å):
1 C 1.157 0.055 1.383  N3 1.315, O5 1.251, H8 1.158
2 C 0.115 3.018 0.984  O4 1.153, O6 1.180
3 N 0.498 0.995 0.740  C1 1.315, P7 1.662
4 O -0.438 3.091 1.993  C2 1.153
5 O 1.559 0.012 2.567  C1 1.251
6 O 0.547 3.486 -0.009  C2 1.180
7 P 0.077 0.934 -0.867  N3 1.662, H9 1.377, H10 1.454
8 H 1.250 -0.796 0.604  C1 1.158
9 H 0.366 -0.411 -0.944  P7 1.377
10 H -1.359 0.767 -0.721  P7 1.454

Results
orbital gap	8.267	eV
highest occupied orbital energy	-4.148	eV
charge	-1



Which structure is the most stable? The one labeled *1*.